C30H24BrN2O3SiY | wB97M-V/def2-TZVPD

XYZ file:
```
62
C30H24BrN2O3SiY, DFT wB97M-V/def2-TZVPD
Y 0.76 1.67 -0.77
Br 1.78 0.23 6.78
C 1.62 0.87 5.01
C 1.29 2.20 4.78
C 1.17 2.69 3.50
C 1.36 1.86 2.39
O 1.26 2.33 1.18
C 1.68 0.49 2.63
C 1.87 -0.48 1.58
N 1.60 -0.34 0.33
C 1.82 -1.44 -0.54
C 1.75 -2.76 -0.17
C 2.00 -3.78 -1.11
C 2.31 -3.48 -2.40
C 2.35 -2.13 -2.83
C 2.63 -1.75 -4.15
C 2.61 -0.43 -4.49
C 2.28 0.53 -3.52
N 2.02 0.20 -2.26
C 2.08 -1.11 -1.90
C 1.82 0.03 3.95
H 1.12 2.86 5.63
H 0.92 3.73 3.33
H 2.29 -1.43 1.93
H 1.46 -3.03 0.84
H 1.92 -4.81 -0.79
H 2.51 -4.27 -3.12
H 2.85 -2.51 -4.89
H 2.83 -0.09 -5.50
H 2.22 1.58 -3.77
H 2.08 -1.01 4.12
C -1.43 -4.23 -1.13
C -1.57 -3.62 0.11
C -1.73 -2.24 0.20
C -1.77 -1.43 -0.94
C -1.62 -2.07 -2.18
C -1.45 -3.44 -2.27
Si -1.91 0.47 -0.82
C -2.80 0.81 0.82
C -2.07 0.79 2.02
C -2.67 1.03 3.25
C -4.03 1.30 3.31
C -4.77 1.33 2.14
C -4.16 1.09 0.92
H -1.31 -5.30 -1.20
H -1.57 -4.22 1.02
H -1.86 -1.79 1.18
H -1.66 -1.48 -3.09
H -1.35 -3.91 -3.25
H -2.89 0.83 -1.89
H -1.00 0.59 1.99
H -2.07 1.00 4.15
H -4.51 1.49 4.26
H -5.83 1.55 2.18
H -4.76 1.11 0.01
C -0.08 5.40 -2.15
O 0.34 4.12 -1.66
C 1.23 3.35 -2.47
O 1.61 3.83 -3.51
H -0.75 5.82 -1.41
H -0.59 5.29 -3.10
H 0.79 6.05 -2.29
```

Summary:
Multiplicity: 1
Lowest unoccupied orbital energy, eV: -1.012
Kohn-Sham gap, eV: 6.30
HOMO level, eV: -7.32